Entry 1:
48
Properties=species:S:1:pos:R:3:mulliken_charge:R:1 method="wB97M-V/def2-TZVPD" spin_multiplicity=4 relative_energy_kcal_mol=2.5
V -1.93 -0.27 -0.82 0.6225
O -3.88 5.31 -2.42 -0.5179
C -3.27 4.19 -2.00 1.0034
C -3.74 3.53 -0.83 -0.1966
C -3.13 2.36 -0.52 -0.0622
N -2.24 1.74 -1.25 -0.2527
C -1.70 2.39 -2.29 -0.0214
C -2.16 3.64 -2.66 -0.6439
C -0.77 1.36 -3.01 0.4404
O -0.03 1.65 -3.90 -0.6258
O -0.88 0.20 -2.44 -0.5775
C -3.54 1.57 0.72 0.4396
O -4.31 2.01 1.55 -0.6839
O -2.99 0.41 0.74 -0.5543
H -4.57 5.53 -1.81 0.3002
H -4.54 3.89 -0.19 0.4892
H -1.73 4.16 -3.56 0.4392
O -3.00 -4.08 -0.04 -0.6435
C -2.32 -3.06 -0.01 0.5099
O -2.53 -2.01 -0.76 -0.6206
C -1.06 -2.84 0.86 -1.1740
P -0.07 -1.36 0.34 1.2406
C 1.22 -1.93 -0.85 0.4607
C 1.81 -3.22 -0.81 -0.0521
C 2.95 -3.44 -1.62 -0.4729
C 3.54 -2.44 -2.33 -0.5193
C 3.08 -1.15 -2.19 -0.7132
C 1.90 -0.89 -1.51 -0.2437
C 0.87 -1.02 1.89 0.2739
C 2.19 -1.51 2.07 -0.1244
C 2.91 -1.44 3.27 -0.7362
C 2.33 -0.81 4.35 -0.3830
C 1.01 -0.28 4.22 -0.6089
C 0.31 -0.35 3.01 -0.3198
H -0.46 -3.71 0.90 0.5978
H -1.32 -2.65 1.87 0.5486
H 1.36 -3.93 -0.12 0.2679
H 3.33 -4.45 -1.61 0.3959
H 4.48 -2.65 -2.79 0.3535
H 3.70 -0.38 -2.62 0.4045
H 1.54 0.14 -1.39 0.2908
H 2.68 -2.09 1.26 0.1172
H 3.92 -1.90 3.35 0.3607
H 2.86 -0.69 5.29 0.3776
H 0.49 0.17 5.10 0.3404
H -0.71 -0.01 2.99 0.4726
O 4.54 5.10 0.80 -0.1625
N 3.90 5.18 1.76 0.1633

Entry 2:
46
Properties=species:S:1:pos:R:3:mulliken_charge:R:1 method="wB97M-V/def2-TZVPD" charge=+3 spin_multiplicity=1
Rh 0.07 0.94 -0.57 0.3666
S -1.41 1.59 6.64 0.3093
N -0.53 2.54 5.70 -0.6056
C -0.53 1.99 4.49 0.6964
C 0.16 2.49 3.33 0.0238
C 0.97 3.63 3.31 -0.2825
C 1.61 4.00 2.14 -0.8822
C 1.42 3.23 1.00 -0.1280
N 0.64 2.15 1.01 -0.1481
C 0.02 1.78 2.15 0.4515
C -0.77 0.58 2.08 0.1320
N -0.81 -0.06 0.88 0.0395
C -1.40 -1.25 0.77 -0.1323
C -2.04 -1.84 1.85 -1.0609
C -2.05 -1.19 3.07 -0.3159
C -1.39 0.04 3.20 -0.0050
C -1.29 0.79 4.43 0.6294
N -1.84 0.46 5.59 -0.6017
H 1.10 4.21 4.22 0.5987
H 2.25 4.87 2.10 0.4628
H 1.90 3.48 0.06 0.4774
H -1.38 -1.72 -0.20 0.4823
H -2.52 -2.80 1.73 0.4726
H -2.54 -1.62 3.94 0.5994
C 3.84 -2.44 -1.35 -0.8299
N 2.58 -2.34 -2.10 0.0827
C 2.12 -3.26 -3.01 -0.4829
C 0.93 -2.83 -3.47 -0.3157
N 0.67 -1.62 -2.85 0.3025
C 1.69 -1.34 -2.00 0.2557
S 1.92 -0.03 -0.90 -0.1494
C -0.46 -0.81 -3.14 0.9579
C -1.14 -0.97 -4.34 -0.8398
C -2.28 -0.21 -4.56 -0.5013
C -2.71 0.69 -3.59 -0.8702
C -1.95 0.82 -2.46 0.0405
N -0.83 0.08 -2.23 -0.0246
H 4.41 -3.27 -1.75 0.3261
H 3.63 -2.62 -0.30 0.3727
H 4.42 -1.52 -1.47 0.3857
H 2.68 -4.15 -3.26 0.4709
H 0.25 -3.30 -4.16 0.4625
H -0.78 -1.65 -5.09 0.4459
H -2.82 -0.32 -5.49 0.4730
H -3.59 1.29 -3.72 0.4602
H -2.23 1.54 -1.69 0.3974

Entry 3:
44
Properties=species:S:1:pos:R:3:mulliken_charge:R:1 method="wB97M-V/def2-TZVPD" spin_multiplicity=1
Au 0.24 -0.20 0.04 0.3274
S -1.48 -1.26 0.97 -0.2967
C -0.84 -1.87 2.46 0.3281
C -1.57 -2.92 3.06 -0.0468
N -2.16 -3.79 3.53 -0.4273
C 0.28 -1.36 3.05 0.5907
S 1.34 -0.20 2.36 -0.4003
C 0.63 -1.87 4.33 -0.1149
N 0.93 -2.26 5.37 -0.4037
C 1.95 6.98 0.59 -2.2024
C 1.30 5.61 0.76 2.2200
C -0.20 5.74 0.49 -1.6088
C 1.53 5.15 2.21 -1.5898
C 1.89 4.57 -0.19 0.2725
C 2.93 4.87 -1.08 -0.3097
C 3.48 3.93 -1.93 -1.2884
C 2.98 2.64 -1.89 1.0693
S 3.45 1.23 -2.80 -0.3278
C 2.25 0.32 -1.96 1.3538
N 1.56 1.00 -1.08 -0.3880
C 1.94 2.32 -1.00 -1.3025
C 1.40 3.28 -0.16 0.0200
C 1.94 -1.08 -2.13 0.3356
C 2.59 -1.92 -3.03 -0.6633
C 2.23 -3.26 -3.09 -0.7545
C 1.23 -3.74 -2.26 -0.6340
C 0.58 -2.91 -1.36 -0.3329
C 0.93 -1.58 -1.29 0.0485
H 1.48 7.69 1.28 0.4397
H 1.80 7.38 -0.42 0.4421
H 3.01 6.96 0.81 0.4338
H -0.63 6.49 1.15 0.4447
H -0.73 4.80 0.67 0.3189
H -0.39 6.04 -0.54 0.3816
H 1.12 5.88 2.90 0.4344
H 2.59 5.03 2.42 0.3800
H 1.04 4.19 2.41 0.3408
H 3.33 5.87 -1.11 0.5001
H 4.28 4.19 -2.60 0.3872
H 0.60 2.99 0.52 0.4275
H 3.38 -1.54 -3.67 0.3806
H 2.72 -3.92 -3.79 0.4007
H 0.95 -4.78 -2.31 0.3983
H -0.19 -3.31 -0.71 0.4157

Entry 4:
59
Properties=species:S:1:pos:R:3:mulliken_charge:R:1 method="wB97M-V/def2-TZVPD" charge=-1 spin_multiplicity=1
Be -0.44 -0.04 0.14 -1.7678
C -1.36 -2.66 -0.12 -0.5303
N -1.52 -1.36 0.60 0.7414
C -1.34 -1.52 2.12 -0.7494
C -1.13 -0.07 2.64 -0.5025
N -0.46 0.75 1.64 0.7342
C 0.06 1.95 2.05 0.2316
C 1.07 2.64 1.33 -0.5742
F 1.61 2.04 0.20 -0.0741
C 1.52 3.83 1.79 0.1415
F 2.59 4.43 1.22 -0.3356
C 1.00 4.44 2.94 0.4987
F 1.50 5.66 3.26 -0.3130
C 0.00 3.81 3.58 0.1730
F -0.54 4.37 4.69 -0.3277
C -0.53 2.64 3.06 0.3603
F -1.56 2.13 3.73 -0.3337
C -2.88 -0.75 0.42 -1.0574
C -2.75 0.63 -0.29 -0.6669
N -1.48 0.59 -0.99 1.4280
C -1.49 1.22 -2.22 -0.3456
C -1.74 2.61 -2.45 -0.0870
F -2.06 3.34 -1.37 -0.3007
C -1.44 3.20 -3.65 0.5133
F -1.50 4.53 -3.74 -0.3331
C -0.90 2.56 -4.73 0.3036
F -0.75 3.27 -5.85 -0.3113
C -0.75 1.18 -4.58 0.3304
F -0.35 0.42 -5.64 -0.3340
C -0.98 0.53 -3.35 -0.0724
F -0.73 -0.75 -3.28 -0.3229
H -2.20 -3.33 0.13 0.3844
H -1.20 -2.45 -1.17 0.2955
H -0.42 -3.19 0.22 -0.2393
H -2.28 -1.93 2.54 0.3589
H -0.49 -2.15 2.33 -0.1390
H -2.09 0.37 3.05 0.3078
H -0.56 0.05 3.61 0.4845
H -3.36 -1.48 -0.22 0.5381
H -3.38 -0.69 1.38 0.3467
H -3.58 0.82 -0.98 0.7905
H -2.62 1.29 0.63 0.1163
N 4.04 -2.42 0.45 -0.3777
C 3.26 -1.66 -0.34 -0.1446
C 1.98 -1.25 0.24 0.5531
N 1.13 -0.48 -0.42 0.6951
C 1.65 0.07 -1.59 -0.6361
C 2.86 -0.27 -2.08 -0.7358
N 3.71 -1.14 -1.48 -0.5484
H 3.52 -3.04 1.07 0.1229
H 4.74 -2.91 -0.13 0.3199
H 1.69 -1.74 1.15 0.1067
H 1.04 0.71 -2.14 0.8488
H 3.21 0.12 -3.09 0.2988
Se 3.15 -5.28 2.22 -0.3916
Sb 1.86 -6.12 0.33 0.7658
Se 0.61 -8.28 0.13 -0.4987
Se 2.09 -4.57 -1.52 -0.4846
Se 0.91 -4.63 2.51 -0.2543

Entry 5:
53
Properties=species:S:1:pos:R:3:mulliken_charge:R:1 method="wB97M-V/def2-TZVPD" spin_multiplicity=1 relative_energy_kcal_mol=26.6
Rh 0.53 0.70 0.64 0.4561
C 2.07 1.36 -3.67 -1.3653
C 2.77 0.35 -2.81 0.9472
N 3.93 -0.12 -3.21 -0.5475
C 4.56 -1.05 -2.47 -1.2483
C 4.02 -1.60 -1.33 0.9317
C 4.73 -2.70 -0.60 -1.0771
O 4.90 -2.43 0.79 -0.4697
C 2.78 -1.09 -0.87 -0.4175
C 2.11 -1.76 0.21 -0.3413
N 1.12 -1.27 0.86 0.6790
C 0.30 -2.11 1.66 0.0618
C 0.81 -3.06 2.53 0.0665
C -0.06 -3.88 3.23 -0.9365
C -1.43 -3.74 3.09 -0.6322
C -1.95 -2.78 2.24 -0.4595
C -1.08 -1.97 1.54 0.1303
I -1.77 -0.46 0.26 0.2707
C 2.15 -0.06 -1.59 1.2711
O 1.02 0.51 -1.28 -0.9819
H 2.69 1.59 -4.53 0.3607
H 1.85 2.27 -3.11 0.2800
H 1.11 0.97 -4.00 0.3381
H 5.53 -1.38 -2.83 0.3196
H 5.69 -2.90 -1.09 0.3886
H 4.16 -3.63 -0.64 0.3812
H 5.49 -1.67 0.88 0.3209
H 2.39 -2.80 0.41 0.5707
H 1.88 -3.14 2.68 0.5355
H 0.34 -4.61 3.92 0.3876
H -2.11 -4.37 3.65 0.4065
H -3.02 -2.65 2.14 0.4253
F 1.53 2.05 4.33 -0.4563
Te 0.45 0.52 4.27 2.1017
F 1.95 -0.45 3.68 -0.5159
F -0.51 -1.07 4.48 -0.4066
F -0.93 1.46 5.07 -0.3899
F 1.09 0.19 5.98 -0.3715
O -0.17 0.81 2.60 -0.8267
Br 5.78 2.62 -1.75 -0.0761
C 4.38 2.31 -0.53 -0.2474
C 4.62 1.46 0.56 -0.4529
C 3.63 1.27 1.49 -0.8414
C 2.38 1.92 1.34 -0.2228
C 2.17 2.75 0.22 0.3548
C 3.17 2.94 -0.72 -0.6463
C 0.80 3.39 0.04 0.2379
O 0.69 4.54 -0.30 -0.6531
O -0.16 2.55 0.30 -0.5603
H 5.59 1.00 0.67 0.5900
H 3.80 0.67 2.37 0.4440
H 1.77 2.07 2.22 1.1074
H 3.01 3.61 -1.55 0.7796

Entry 6:
40
Properties=species:S:1:pos:R:3:mulliken_charge:R:1 method="wB97M-V/def2-TZVPD" smiles="Fc1cccc([C@@H](c2ccccc2)[C@H]2C=[NH+]c3ccc(Br)cc32)c1" charge=+1 spin_multiplicity=1
F 0.52 0.89 5.13 -0.2984
C -0.38 1.02 4.10 0.2023
C -1.73 1.06 4.39 -0.6838
C -2.63 1.26 3.34 -0.4032
C -2.17 1.25 2.02 -0.6718
C -0.81 1.05 1.74 -0.2766
C -0.40 0.60 0.33 0.4380
C 0.93 1.18 -0.18 0.0762
C 0.94 1.94 -1.36 -0.0714
C 2.15 2.19 -2.01 -0.7795
C 3.35 1.76 -1.43 -0.4674
C 3.35 1.12 -0.18 -1.1565
C 2.12 0.81 0.43 -0.0914
C -0.38 -0.89 0.23 0.7285
C -1.72 -1.50 0.55 -0.6845
N -2.18 -2.20 -0.47 0.1533
C -1.30 -2.14 -1.58 -0.5359
C -1.43 -2.77 -2.81 -0.8527
C -0.37 -2.62 -3.72 -0.4605
C 0.78 -1.90 -3.35 -0.4071
Br 2.20 -1.67 -4.61 -0.1275
C 0.91 -1.36 -2.06 -0.0344
C -0.18 -1.42 -1.20 0.3755
C 0.11 1.15 2.79 -0.4749
H -2.08 0.98 5.42 0.4542
H -3.70 1.39 3.53 0.4068
H -2.87 1.35 1.18 0.4356
H -1.18 1.01 -0.33 0.7591
H -0.01 2.29 -1.78 0.3905
H 2.15 2.72 -2.96 0.4212
H 4.30 1.94 -1.94 0.4264
H 4.27 0.86 0.33 0.3700
H 2.10 0.24 1.36 0.3156
H 0.36 -1.33 0.93 0.5613
H -2.25 -1.41 1.49 0.5366
H -3.04 -2.74 -0.48 0.3020
H -2.31 -3.38 -3.01 0.4012
H -0.42 -3.08 -4.71 0.4250
H 1.85 -0.90 -1.76 0.6240
H 1.18 1.27 2.64 0.6743

Entry 7:
44
Properties=species:S:1:pos:R:3:mulliken_charge:R:1 method="wB97M-V/def2-TZVPD" spin_multiplicity=1
C -4.76 0.03 1.63 -1.0739
C -3.43 0.11 1.27 0.4943
S -2.08 -0.41 2.15 -0.0655
C -1.02 0.24 0.84 0.3264
N 0.20 0.69 1.13 -0.3094
C 0.88 0.21 2.19 -0.1359
C 1.55 1.17 2.96 -0.8284
C 2.28 0.77 4.12 -0.3906
C 2.41 -0.54 4.50 -0.5259
C 1.95 -1.52 3.60 -0.4442
C 1.16 -1.15 2.46 0.9311
Cl 0.76 -2.38 1.25 -0.1395
N -1.60 0.65 -0.28 0.5122
C -0.91 1.06 -1.40 -0.0558
O -1.43 1.82 -2.19 -0.5385
C 0.09 0.18 -1.86 1.0724
S 0.11 -1.55 -2.20 -0.1976
C 1.80 -1.50 -2.59 0.5240
C 2.58 -2.59 -2.99 -0.4407
C 3.92 -2.35 -3.39 -0.6090
C 4.48 -1.11 -3.27 -0.4877
C 3.75 -0.06 -2.82 -0.5469
C 2.40 -0.27 -2.50 0.2845
C 1.34 0.72 -2.11 -0.1405
Cl 1.75 2.39 -2.17 -0.2377
C -3.04 0.86 -0.03 0.3985
C -3.42 2.33 0.19 -1.4902
C -3.81 0.24 -1.29 -1.5269
H -4.96 -0.32 2.65 0.2370
H -5.65 0.33 1.09 0.3121
H 1.59 2.23 2.73 0.4479
H 2.80 1.41 4.76 0.3857
H 2.94 -0.71 5.47 0.3289
H 2.14 -2.61 3.81 0.3200
H 2.11 -3.60 -3.20 0.2874
H 4.36 -3.14 -3.92 0.4178
H 5.49 -0.96 -3.65 0.3667
H 4.15 1.00 -2.82 0.2493
H -3.39 2.91 -0.70 0.4026
H -2.80 2.79 0.97 0.3041
H -4.49 2.34 0.38 0.4628
H -3.95 0.99 -2.05 0.3805
H -3.37 -0.63 -1.69 0.3206
H -4.85 -0.03 -1.05 0.4181

Entry 8:
57
Properties=species:S:1:pos:R:3:mulliken_charge:R:1 method="wB97M-V/def2-TZVPD" charge=+1 spin_multiplicity=2 relative_energy_kcal_mol=4.5
Cu 0.76 -0.38 0.45 -0.3904
S -3.66 -1.62 -0.59 -0.2623
C -2.08 -1.40 -0.06 0.2660
S -2.40 -0.19 1.18 -0.0866
S -0.62 -2.03 -0.51 -0.2809
N 7.16 -1.67 -2.05 -0.3696
C 6.65 -0.62 -1.40 -0.0090
S 7.39 0.84 -1.29 -0.2905
C 5.29 -0.81 -0.82 0.7775
C 4.27 -1.40 -1.56 -0.6789
C 2.98 -1.41 -1.06 -0.1083
N 2.67 -0.90 0.14 -0.1620
C 3.67 -0.40 0.89 -0.3073
C 4.97 -0.32 0.45 -0.5595
H 8.08 -1.59 -2.45 0.2247
H 6.75 -2.59 -1.98 0.2249
H 4.47 -1.81 -2.54 0.4247
H 2.17 -1.84 -1.62 0.4182
H 3.40 -0.04 1.87 0.4891
H 5.74 0.12 1.06 0.4447
F -2.14 3.13 0.79 -0.4921
C -1.23 4.07 1.08 0.6386
C -1.26 5.21 0.32 0.6213
F -2.19 5.29 -0.63 -0.4005
C -0.34 6.25 0.51 0.2063
C 0.56 6.06 1.58 0.1012
C 0.58 4.91 2.33 0.4295
F 1.51 4.77 3.26 -0.3141
C -0.31 3.86 2.09 0.5629
C -0.28 2.59 2.85 -0.2167
C -0.56 1.44 2.22 0.6245
N -0.79 0.44 1.62 -0.1551
C 0.07 2.57 4.24 -0.2241
N 0.34 2.55 5.35 -0.4475
F 1.48 6.97 1.82 -0.3023
C -0.28 7.40 -0.35 0.4854
C 0.48 8.56 -0.06 0.0400
N 1.08 9.53 0.12 -0.4248
C -0.89 7.39 -1.63 -0.0240
N -1.31 7.34 -2.70 -0.4713
N 1.37 2.96 -3.95 -0.2368
C 0.95 1.55 -3.62 -0.8809
P -0.22 1.76 -2.18 1.0707
O -0.61 3.20 -2.36 -0.9494
O 0.38 1.29 -0.90 -0.3073
C -1.72 0.76 -2.58 -0.6842
N -2.83 1.27 -1.70 0.0554
H 1.42 3.16 -4.94 0.3552
H 2.26 3.20 -3.52 0.3537
H 0.60 3.54 -3.47 0.3030
H 1.81 0.93 -3.36 0.3291
H 0.44 1.11 -4.48 0.4039
H -1.57 -0.29 -2.38 0.1835
H -2.01 0.91 -3.62 0.5300
H -2.62 1.09 -0.71 -0.3383
H -3.71 0.78 -1.88 0.4059
H -2.96 2.27 -1.83 0.4045

Entry 9:
44
Properties=species:S:1:pos:R:3:mulliken_charge:R:1 method="wB97M-V/def2-TZVPD" smiles=Fc1ccccc1COc1ccc(-c2nnn(Cc3ccccc3F)n2)cc1 spin_multiplicity=1 relative_energy_kcal_mol=0.0
F -5.36 -1.53 -1.87 -0.3481
C -5.03 -1.54 -0.56 0.5376
C -5.03 -2.74 0.12 -0.5821
C -4.68 -2.74 1.46 -0.3577
C -4.35 -1.56 2.10 -0.7199
C -4.36 -0.37 1.40 -0.1582
C -4.70 -0.33 0.05 0.2125
C -4.73 0.96 -0.73 -0.7788
O -3.95 1.99 -0.17 -0.4435
C -2.59 1.87 -0.18 0.7964
C -1.90 2.95 0.38 -0.5825
C -0.52 2.95 0.42 -0.7085
C 0.19 1.87 -0.11 0.2970
C 1.64 1.87 -0.07 0.3546
N 2.38 2.85 0.49 -0.2798
N 3.61 2.52 0.34 -0.8706
N 3.62 1.38 -0.30 1.1891
C 4.83 0.68 -0.67 -0.8980
C 4.63 -0.80 -0.50 0.4287
C 4.50 -1.65 -1.59 -0.4243
C 4.28 -3.01 -1.40 -0.7241
C 4.18 -3.53 -0.12 -0.3065
C 4.30 -2.69 0.98 -0.6716
C 4.53 -1.35 0.77 0.7326
F 4.65 -0.53 1.84 -0.3304
N 2.42 0.93 -0.58 -0.6528
C -0.50 0.80 -0.66 -1.2160
C -1.88 0.79 -0.70 0.0850
H -5.29 -3.64 -0.40 0.4372
H -4.67 -3.68 2.01 0.3735
H -4.08 -1.56 3.14 0.3932
H -4.10 0.56 1.89 0.4050
H -5.75 1.35 -0.74 0.3631
H -4.43 0.77 -1.77 0.4085
H -2.47 3.78 0.78 0.4536
H 0.02 3.78 0.85 0.4782
H 5.62 1.07 -0.02 0.3532
H 5.07 0.92 -1.72 0.3675
H 4.56 -1.25 -2.59 0.3444
H 4.18 -3.66 -2.25 0.3933
H 4.00 -4.58 0.03 0.3788
H 4.23 -3.07 1.99 0.4402
H 0.06 -0.03 -1.06 0.4606
H -2.39 -0.06 -1.12 0.3697

Entry 10:
45
Properties=species:S:1:pos:R:3:mulliken_charge:R:1 method="wB97M-V/def2-TZVPD" charge=+2 spin_multiplicity=1 relative_energy_kcal_mol=0.0
Rh 0.49 0.24 1.00 -0.1214
I 0.66 -0.70 3.47 0.3150
C -0.55 -2.32 2.94 0.4707
C -0.92 -3.29 3.83 -0.3246
C -1.77 -4.33 3.40 -0.6638
C -2.22 -4.36 2.11 -0.9038
C -1.84 -3.36 1.18 0.6601
C -2.30 -3.39 -0.15 -0.5516
C -1.92 -2.42 -1.06 -1.1910
C -1.08 -1.39 -0.66 0.4598
C -0.60 -1.31 0.65 -0.2324
C -0.99 -2.31 1.60 0.5698
H -0.56 -3.28 4.85 0.4481
H -2.06 -5.09 4.11 0.4270
H -2.88 -5.16 1.79 0.4459
H -2.95 -4.20 -0.46 0.4516
H -2.28 -2.46 -2.08 0.4410
H -0.79 -0.63 -1.37 0.4642
F -3.65 4.74 -2.14 -0.2247
C -2.34 5.02 -2.11 0.6600
F -2.16 6.15 -1.43 -0.2223
F -1.92 5.20 -3.36 -0.2591
C -1.60 3.88 -1.44 0.3681
C -0.61 3.17 -2.10 -0.6780
C 0.03 2.15 -1.42 -0.3400
N -0.28 1.83 -0.16 0.1138
C -1.24 2.52 0.48 -0.4678
C -1.92 3.55 -0.13 -0.8333
H -0.34 3.40 -3.12 0.5381
H 0.80 1.56 -1.90 0.6750
H -1.46 2.22 1.50 0.4797
H -2.68 4.09 0.42 0.4843
N 2.26 -1.99 -0.49 -0.2724
C 2.83 -0.77 -0.53 0.9852
C 4.10 -0.60 -1.13 -0.8488
C 4.68 0.64 -1.16 -0.2855
C 4.02 1.74 -0.60 -0.8408
C 2.79 1.53 -0.05 -0.2675
N 2.20 0.30 -0.02 -0.0309
H 2.76 -2.78 -0.83 0.2394
H 1.36 -2.14 -0.06 0.0541
H 4.60 -1.46 -1.55 0.4027
H 5.65 0.76 -1.62 0.4402
H 4.45 2.73 -0.60 0.4688
H 2.23 2.33 0.41 0.4972

How do the records compare in calculated total energy? In the order shown, they have -76357.6878; -57104.9556; -62704.1508; -326479.3068; -137287.0748; -96280.0463; -73777.6706; -146184.2750; -35478.6920; -45753.2849 eV.